1.
A structure of composition C35H32N3O5PSTeTi at a distorted geometry, computed with wB97M-V/def2-TZVPD.

energy relative to the best compared isomer or geometry (same formula, charge and spin)	0.580	eV
spin multiplicity	2
total charge	-1
strongest force on any atom	3.63	eV/Å
orbital gap (alpha / beta)	5.966 / 6.424	eV
DFT total energy	-102060.9402	eV
expectation value of S²	0.761

```
79
C35H32N3O5PSTeTi | the OMol25 dataset | wB97M-V/def2-TZVPD
Ti 0.0978 1.2372 0.1261
O 0.8221 -0.8170 5.6831
C 0.7089 -0.4307 4.3905
C 1.7851 0.1089 3.6925
C 1.5963 0.4364 2.3757
N 0.4225 0.2034 1.7655
C -0.6560 -0.1546 2.4763
C -0.5373 -0.5409 3.7877
C -1.8982 0.0152 1.6328
O -3.0142 -0.2854 1.9817
O -1.5884 0.5379 0.4739
C 2.5573 1.1891 1.4480
O 3.7077 1.3903 1.7384
O 1.9409 1.5573 0.3444
H 1.6921 -0.5670 6.0096
H 2.7397 0.3090 4.1677
H -1.4013 -0.8837 4.3443
C 1.4392 -2.0176 -4.2116
C 2.5960 -1.4824 -3.4040
C 3.8069 -1.2494 -4.0544
C 4.9297 -0.7862 -3.3801
C 4.8569 -0.5354 -2.0200
C 3.6563 -0.7518 -1.3580
C 2.5230 -1.2299 -2.0211
P 1.1066 -1.5183 -0.8779
C 1.3075 -3.3458 -0.5759
C 2.3224 -4.0834 -1.1940
C 2.5138 -5.4325 -0.9259
C 1.6928 -6.0775 -0.0169
C 0.6970 -5.3554 0.6251
C 0.4944 -3.9990 0.3679
C -0.5695 -3.2724 1.1595
C -0.4330 -1.4433 -1.8772
C -1.2658 -2.5464 -2.0657
C -2.5120 -2.4133 -2.6571
C -2.9194 -1.1533 -3.0847
C -2.0975 -0.0534 -2.9138
C -0.8449 -0.1494 -2.2891
C -0.0033 1.0448 -2.0282
H 1.7724 -2.2748 -5.2188
H 0.6380 -1.2810 -4.2936
H 1.0109 -2.9078 -3.7487
H 3.8717 -1.4496 -5.1199
H 5.8569 -0.6251 -3.9196
H 5.7189 -0.1684 -1.4740
H 3.5983 -0.5473 -0.2962
H 2.9837 -3.5980 -1.8985
H 3.3047 -5.9746 -1.4318
H 1.8268 -7.1321 0.1995
H 0.0592 -5.8466 1.3528
H -1.3920 -3.9398 1.4176
H -0.9839 -2.4235 0.6181
H -0.1377 -2.8978 2.0923
H -0.9415 -3.5259 -1.7328
H -3.1530 -3.2786 -2.7847
H -3.8832 -1.0314 -3.5701
H -2.4291 0.9211 -3.2540
H -0.4223 1.9373 -2.4850
H 1.0246 0.9019 -2.3641
Te -0.2873 3.0258 2.3235
C -1.0640 4.9846 2.4118
C -1.7227 5.6120 1.3510
C -2.2794 6.8789 1.5058
C -2.1886 7.5429 2.7228
C -1.5258 6.9293 3.7836
C -0.9694 5.6641 3.6286
H -1.8019 5.1124 0.3898
H -2.7910 7.3445 0.6702
H -2.6313 8.5237 2.8467
H -1.4408 7.4389 4.7382
H -0.4669 5.1895 4.4649
N -3.7587 2.7058 0.7861
C -3.9559 2.1825 -0.4339
N -4.3876 0.9059 -0.4740
S -3.7793 3.1213 -1.8250
H -3.6575 2.1045 1.5884
H -3.3993 3.6391 0.8415
H -4.1823 0.3233 0.3265
H -4.3061 0.4589 -1.3697
```

Löwdin atomic charge list, values in e, 2 entries:
1. Ti 0.762
2. O 0.077



2.
The molecule C3H7N3O at a distorted geometry, computed with wB97M-V/def2-TZVPD.

energy relative to the best compared isomer or geometry (same formula, charge and spin)	7.596	eV
strongest force on any atom	3.02	eV/Å
orbital gap (alpha / beta)	8.440 / 7.366	eV
DFT total energy	-9735.4377	eV

```
14
C3H7N3O | the OMol25 dataset | wB97M-V/def2-TZVPD
C -0.5173 -0.0983 -0.5488
C -1.9138 0.5799 -0.7667
C 1.9827 0.5115 0.6357
N 0.5165 0.6410 -1.1858
N 0.2493 -2.2291 0.2368
N 1.5848 0.9734 -0.7412
O -0.6578 -1.2336 0.0555
H -0.1813 -2.8573 0.9476
H -1.7000 1.6036 -1.1849
H -2.3832 0.4744 0.2967
H -2.4609 0.2668 -1.6716
H 1.8142 -0.6132 0.7657
H 3.0912 0.9348 0.8136
H 1.2895 0.9077 1.3222
```

Löwdin atomic charge list, values in e, 2 entries:
1. C -0.332
2. C -0.016



3.
A cluster of 2 separate species, C13H20N2O6S in total at a distorted geometry, computed with wB97M-V/def2-TZVPD.

energy relative to the best compared isomer or geometry (same formula, charge and spin)	0.342	eV
strongest force on any atom	2.74	eV/Å
orbital gap	9.952	eV
DFT total energy	-39906.7519	eV

```
42
C13H20N2O6S | the OMol25 dataset | wB97M-V/def2-TZVPD
C -0.6511 1.3222 2.2699
N -0.8227 0.9965 0.8568
C -0.9409 1.8953 -0.1255
O -0.9868 3.1035 0.1020
C -1.0972 1.3457 -1.5553
C -0.8049 2.4048 -2.6275
O -1.7288 3.4701 -2.5390
N -2.4373 0.7833 -1.7707
C -2.8428 -0.3907 -1.2896
C -4.2605 -0.8040 -1.6048
O -2.1231 -1.1199 -0.6141
H -0.7846 0.4269 2.8784
H 0.3501 1.7250 2.4334
H -1.3861 2.0730 2.5671
H -0.9116 0.0215 0.5945
H -0.3635 0.5502 -1.6828
H -0.8737 1.9484 -3.6157
H 0.2063 2.7901 -2.4892
H -1.6257 3.8420 -1.6478
H -3.0843 1.3422 -2.3072
H -4.4189 -0.7689 -2.6809
H -4.4222 -1.8201 -1.2478
H -4.9511 -0.1268 -1.1060
C 1.3927 -2.4772 3.8102
C 1.7537 -1.9871 2.4353
C 0.8084 -2.0042 1.4016
C 1.1467 -1.5569 0.1225
C 2.4333 -1.0673 -0.1296
S 2.8595 -0.4693 -1.7858
O 2.1892 -1.2077 -2.8609
O 4.3057 -0.3147 -1.9757
O 2.2885 1.0582 -1.7952
C 3.3853 -1.0470 0.8982
C 3.0424 -1.5048 2.1735
H 1.1133 -1.6333 4.4476
H 2.2410 -2.9964 4.2666
H 0.5504 -3.1741 3.7634
H -0.1969 -2.3750 1.5808
H 0.4042 -1.5992 -0.6734
H 3.0667 1.5035 -2.1551
H 4.3925 -0.6770 0.7122
H 3.7845 -1.4811 2.9657
```

Löwdin atomic charge list, values in e, 2 entries:
1. C -0.044
2. N 0.041